The following is a DFT calculation (the ωB97M-V functional and the def2-TZVPD basis) of C16H17N3O in the gas phase.

Geometry as XYZ:
```
37
C16H17N3O the ωB97M-V functional and the def2-TZVPD basis
C 3.5447 3.2336 -0.1347
O 3.1043 1.9369 -0.3488
C 2.5904 1.5412 0.8449
C 1.8887 0.0650 0.5751
C 2.6794 -1.1548 0.1555
C 2.0284 -2.3130 0.1177
C 2.9714 -3.2627 -0.2376
N 0.6852 -2.5383 0.2270
C -0.0648 -1.3648 0.1698
N -1.4159 -1.6627 0.1498
C -2.4067 -0.8380 0.1308
C -3.5464 -0.7099 1.0727
C -4.6815 0.0321 0.8856
C -4.6102 0.7213 -0.1138
C -3.5912 1.0872 -0.8908
C -2.5206 0.1383 -1.0157
C -1.5171 0.2312 -1.8113
C 0.4440 0.0762 0.3725
C -0.3266 0.9698 1.0054
N -1.0539 1.6295 1.3891
H 3.8221 3.4481 -1.2027
H 2.7777 4.1563 0.1507
H 4.3549 3.2528 0.3221
H 1.7026 2.1795 1.2908
H 3.2184 1.2335 1.5942
H 3.6922 -0.8749 0.1522
H 2.2238 -4.3275 -0.2655
H 3.6257 -3.6574 0.7116
H 3.5671 -3.1402 -1.1325
H -1.6263 -2.6270 0.3781
H -3.4296 -1.5493 1.8807
H -5.4936 -0.0603 1.8643
H -5.5212 1.5718 -0.1455
H -3.6979 1.7893 -1.5928
H -0.9297 -0.8594 -2.0619
H -1.9151 0.5644 -2.7893
H -0.5726 1.0818 -1.6977
```

Calculated values
- SMILES string = COCc1cc(C)nc(Nc2ccccc2C)c1C#N
- Kohn-Sham gap (eV) = 8.24
- LUMO (eV) = 0.2
- E_tot (eV) = -23373.7609
- 2S+1 = 1
- energy relative to the best compared isomer or geometry (same formula, charge and spin) (eV) = 12.7941
- HOMO level (eV) = -8.05
- M (g/mol) = 267.332

Charge distribution, Löwdin scheme, values in e: number 1, C, carries -0.12; number 2, O, carries -0.13; number 3, C, carries -0.20; number 4, C, carries 0.02; number 5, C, carries -0.01; number 6, C, carries -0.47; number 7, C, carries -0.09; number 8, N, carries 0.17; number 9, C, carries -0.15; number 10, N, carries 0.08; number 11, C, carries -0.23; number 12, C, carries -0.01; number 13, C, carries -0.19; number 14, C, carries -0.23; number 15, C, carries 0.00; number 16, C, carries -0.28; number 17, C, carries -0.14; number 18, C, carries -0.11; number 19, C, carries -0.33; number 20, N, carries 0.25; number 21, H, carries 0.11; number 22, H, carries 0.17; number 23, H, carries 0.00; number 24, H, carries 0.15; number 25, H, carries 0.09; number 26, H, carries 0.11; number 27, H, carries 0.15; number 28, H, carries 0.14; number 29, H, carries 0.08; number 30, H, carries 0.16; number 31, H, carries 0.13; number 32, H, carries 0.20; number 33, H, carries 0.17; number 34, H, carries 0.08; number 35, H, carries 0.17; number 36, H, carries 0.09; number 37, H, carries 0.18